Entry 1:
ORCA calculation (the ωB97M-V functional and the def2-TZVPD basis) on the molecule C27H39N3O5 at a distorted geometry.

Geometry as XYZ:
```
74
Properties=species:S:1:pos:R:3:lowdin_charge:R:1
C 0.54098 3.59564 2.28266 -0.0335
C -0.62170 2.92588 1.60411 -0.3504
C -1.95208 3.46171 2.09723 -0.0574
N -0.56195 1.46471 1.85760 0.0043
N -1.12588 1.10572 3.00883 0.1450
N -0.62605 -0.08420 3.31728 0.0339
C -1.28507 -0.71127 4.55877 -0.3305
C -2.78767 -0.68407 4.36291 -0.0496
C -0.93676 0.12847 5.77815 -0.0449
C 0.21914 -0.51982 2.34067 -0.0581
C 0.93716 -1.84236 2.52112 -0.5264
C 2.06605 -1.84490 1.50649 -0.0395
C -0.02621 -3.01087 2.29521 -0.0132
C 1.61231 -1.96535 3.89202 -0.0327
C 0.24566 0.44499 1.30649 -0.0158
C 0.88405 0.55253 -0.07188 -0.0247
H 0.47997 4.68273 2.20697 0.0922
H 0.55777 3.37974 3.35309 0.0867
H 1.48373 3.24774 1.85731 0.0902
H -0.53115 2.98761 0.53046 0.1376
H -1.99128 4.54999 1.95243 0.0906
H -2.80991 3.03017 1.56398 0.0900
H -2.09697 3.29928 3.17214 0.0747
H -0.91751 -1.73111 4.62726 0.1059
H -3.31067 -1.01596 5.26934 0.0935
H -3.09146 0.34197 4.13629 0.0792
H -3.08983 -1.35234 3.55297 0.0870
H -1.56005 -0.16765 6.63513 0.0930
H 0.11118 0.00216 6.06916 0.0803
H -1.13865 1.18382 5.55381 0.0827
H 2.83070 -1.11260 1.79255 0.1094
H 2.50745 -2.84443 1.41581 0.1111
H 1.70288 -1.50556 0.53487 0.0310
H -0.84236 -3.02914 3.02743 0.0787
H -0.47794 -2.98990 1.29824 0.0629
H 0.55001 -3.93551 2.40092 0.0989
H 0.90582 -1.89627 4.72398 0.0570
H 2.12919 -2.93831 3.94391 0.1044
H 2.33772 -1.14948 4.01224 0.0991
H 1.91304 0.96592 0.02988 0.1133
H 0.27987 1.32516 -0.51503 0.0968
C -4.10762 -3.29457 -3.72698 -0.0633
O -3.10549 -3.50851 -2.72321 -0.1063
C -2.23918 -2.55079 -2.35219 -0.2830
C -1.37744 -2.94054 -1.30595 0.0025
C -0.30545 -2.11537 -1.03252 -0.0630
C -0.11320 -0.94696 -1.75014 -0.2298
C 1.23650 -0.30239 -1.49952 -0.1525
C 1.69716 0.44343 -2.74353 -0.0929
C 2.75189 1.40152 -2.61822 -0.4599
O 3.30391 1.60855 -1.54999 0.0294
O 3.20590 2.04754 -3.77518 0.0408
C 2.46706 1.99804 -5.01024 -0.5354
C 1.32044 2.97111 -4.97440 0.0025
C 3.44264 2.23667 -6.19600 0.0101
O 1.98485 0.64724 -5.18743 0.0345
C 1.52704 -0.09890 -4.09204 -0.4452
O 1.08867 -1.18407 -4.39039 0.0792
C -1.15178 -0.39441 -2.52990 -0.0152
C -2.20658 -1.24445 -2.90814 0.0040
H -4.67321 -4.22758 -3.71499 0.0896
H -4.73355 -2.44686 -3.44177 0.0864
H -3.65093 -3.13313 -4.70872 0.0964
H -1.50864 -3.89271 -0.83681 0.1080
H 0.44227 -2.48538 -0.34414 0.0848
H 2.05200 -1.11858 -1.38463 0.1715
H 0.65178 2.69938 -4.15814 0.0812
H 1.69434 3.99189 -4.85704 0.0935
H 0.77383 2.91357 -5.91325 0.0897
H 4.21442 1.45722 -6.20410 0.0900
H 2.91040 2.16952 -7.15309 0.0858
H 3.92789 3.22523 -6.17226 0.0878
H -1.09980 0.63831 -2.89902 0.1211
H -2.93367 -0.90883 -3.64888 0.1044
```

## Properties
HOMO	-6.353	eV
HOMO-LUMO gap	5.9	eV
ΔE to the lowest compared entry with this formula, charge and spin	381.2	kJ/mol

=====

Entry 2:
ORCA calculation (the ωB97M-V functional and the def2-TZVPD basis) on a structure of composition C27H39N7PPdSSi.

Geometry as XYZ:
```
77
Properties=species:S:1:pos:R:3:mulliken_spin:R:1
Pd 0.12714 0.14818 0.31362 0.7906
C 3.87175 1.96858 4.55219 0.2792
C 3.92423 0.96120 3.55310 0.0475
C 2.82274 0.67095 2.81070 0.1237
C 1.59432 1.36827 3.05288 0.1439
C 1.55405 2.38769 4.07660 0.2284
C 2.67782 2.66316 4.80177 -0.0136
N 0.49842 1.04887 2.34519 0.4679
N -0.67626 1.49739 2.90133 0.5187
C -1.78228 1.12949 2.28027 -0.0467
C -3.03792 1.45016 2.84845 0.2088
C -4.19347 1.05168 2.20582 -0.0375
C -4.09939 0.34767 1.01022 0.1674
C -2.83829 0.06340 0.48263 0.0533
N -1.72084 0.43192 1.09635 0.1536
H 4.75983 2.19729 5.12615 -0.0016
H 4.84651 0.41575 3.40181 0.0001
H 2.83884 -0.11345 2.06846 0.0206
H 0.62848 2.91491 4.24342 0.0048
H 2.65216 3.42154 5.57253 0.0068
H -3.05016 1.99210 3.78391 -0.0016
H -5.16136 1.29047 2.62654 0.0034
H -4.98164 0.02467 0.47588 0.0011
H -2.72698 -0.46027 -0.46421 0.0307
C 1.64670 -2.65221 1.87897 0.0172
P 0.06432 -2.00778 1.30593 0.2156
C -0.57930 -3.19813 0.11793 0.0364
C -1.03063 -2.10243 2.73337 0.0022
H 1.50377 -3.71095 2.10898 0.0124
H 1.96167 -2.13501 2.78483 -0.0002
H 2.42024 -2.55736 1.11728 -0.0044
H -0.86697 -4.09243 0.67747 0.0098
H 0.17775 -3.46583 -0.61736 -0.0015
H -1.44330 -2.80694 -0.41946 -0.0015
H -0.91868 -3.10004 3.16392 0.0078
H -2.06900 -1.96110 2.43744 -0.0012
H -0.76418 -1.36203 3.48758 0.0022
S -1.16962 -1.21535 -2.86623 0.0083
C -1.64022 -1.94798 -4.33056 0.0052
N -0.84940 -2.16177 -5.38008 0.0001
C -1.54058 -2.80543 -6.50386 0.0001
C -2.97271 -2.97876 -5.95138 0.0002
N -2.85927 -2.40147 -4.60725 -0.0001
H 0.10460 -1.85253 -5.40514 0.0002
H -1.07319 -3.75772 -6.74493 0.0000
H -1.51214 -2.17004 -7.38655 0.0000
H -3.27003 -4.02368 -5.89454 0.0000
H -3.71185 -2.43876 -6.53931 0.0000
H -3.62276 -2.32200 -3.96084 -0.0001
N 5.94519 2.39820 -0.49670 0.0000
C 5.17725 1.57420 -0.71828 0.0008
C 4.17934 0.58113 -1.00659 0.0069
C 4.39521 -0.47176 -1.89196 0.0027
C 3.35365 -1.35366 -2.12854 0.0029
C 2.14338 -1.16808 -1.48658 0.0176
N 1.94718 -0.15697 -0.62077 -0.0420
C 2.94664 0.70079 -0.38852 -0.0077
H 5.35238 -0.58530 -2.38457 -0.0003
H 3.47129 -2.18358 -2.81097 0.0001
H 1.29574 -1.81021 -1.68778 -0.0019
H 2.76246 1.50409 0.30850 -0.0087
C -0.47170 4.28247 -2.24722 0.1471
Si 0.81328 2.98398 -1.75339 0.0556
C 1.45264 2.04389 -3.20819 -0.0014
C 2.10891 3.81302 -0.70619 -0.0035
C -0.49854 1.95887 -0.82377 0.3492
H 0.11348 4.96910 -2.87185 0.0255
H -0.84710 4.82038 -1.37798 -0.0055
H -1.30538 3.89195 -2.82730 -0.0009
H 1.80277 2.74441 -3.97130 0.0031
H 0.66470 1.42959 -3.65096 -0.0011
H 2.29500 1.39372 -2.96460 0.0008
H 2.05440 4.88989 -0.88124 0.0007
H 3.12537 3.50426 -0.95647 0.0000
H 1.95719 3.66557 0.36703 0.0012
H -1.18248 1.46237 -1.52277 0.0168
H -1.08707 2.55284 -0.12454 -0.0166
```

## Properties
HOMO (alpha / beta)	-15.774 / -15.766	eV
net charge	+3
HOMO-LUMO gap (alpha / beta)	6.7 / 4.1	eV
spin multiplicity	5
⟨S²⟩	6.079